The following is a quantum chemistry calculation of C51H70N3O2PtS as an isolated structure in a non-equilibrium geometry, from OMol25.

The geometry in XYZ format:
```
128
Properties=species:S:1:pos:R:3:mulliken_spin:R:1
Pt -0.01 -0.17 -0.05 0.6336
C -1.01 0.11 -2.94 0.0132
N -1.54 0.49 -1.62 0.0401
C -2.84 -0.14 -1.36 0.0061
C -1.67 1.95 -1.59 -0.0023
C -0.41 2.62 -1.04 0.0391
N 0.02 2.09 0.27 0.0560
C 1.32 2.71 0.61 0.0091
C 2.62 2.03 0.18 0.2235
C 3.76 2.49 0.80 0.0610
C 5.03 1.99 0.48 0.0238
C 5.09 0.98 -0.48 -0.0937
C 4.00 0.46 -1.13 0.1188
C 2.70 1.00 -0.81 0.1444
O 1.64 0.60 -1.39 0.3191
C 4.24 -0.67 -2.12 0.0266
C 5.22 -0.20 -3.21 0.0174
C 2.98 -1.18 -2.82 -0.0035
C 4.85 -1.85 -1.35 0.0208
C 6.30 2.47 1.14 0.0948
C 6.06 3.60 2.15 0.0081
C 6.96 1.29 1.87 0.0234
C 7.27 3.00 0.06 0.0306
C -1.01 2.45 1.28 0.0168
C -0.93 1.76 2.62 0.0844
C -0.75 2.51 3.76 0.0743
C -0.80 1.93 5.03 0.0076
C -1.00 0.55 5.11 -0.0438
C -1.21 -0.25 4.01 0.0997
C -1.22 0.36 2.70 0.2583
O -1.49 -0.29 1.63 0.3137
C -1.50 -1.74 4.14 0.0530
C -2.90 -2.01 3.57 0.0254
C -1.46 -2.24 5.59 -0.0002
C -0.47 -2.55 3.34 0.0311
C -0.66 2.77 6.29 0.0733
C -0.63 4.27 5.99 0.0100
C 0.65 2.38 7.00 0.0303
C -1.85 2.49 7.22 0.0244
H -1.74 0.34 -3.72 -0.0004
H -0.10 0.66 -3.14 0.0016
H -0.76 -0.94 -2.98 -0.0044
H -3.53 0.01 -2.21 0.0002
H -2.71 -1.20 -1.17 -0.0031
H -3.29 0.29 -0.47 0.0053
H -1.85 2.35 -2.59 -0.0004
H -2.53 2.23 -0.98 0.0029
H 0.42 2.45 -1.73 -0.0112
H -0.59 3.70 -0.96 0.0028
H 1.33 3.73 0.19 0.0022
H 1.36 2.83 1.69 0.0045
H 3.66 3.25 1.56 -0.0051
H 6.07 0.59 -0.72 0.0059
H 4.81 0.65 -3.74 -0.0022
H 6.18 0.08 -2.80 0.0002
H 5.38 -1.01 -3.92 0.0005
H 2.54 -0.40 -3.44 0.0002
H 3.25 -2.01 -3.47 0.0009
H 2.24 -1.52 -2.11 0.0207
H 5.81 -1.59 -0.91 0.0020
H 4.19 -2.16 -0.54 -0.0003
H 5.00 -2.69 -2.02 0.0005
H 5.43 3.25 2.97 0.0008
H 7.01 3.92 2.57 -0.0004
H 5.60 4.46 1.68 -0.0008
H 6.27 0.87 2.60 0.0043
H 7.24 0.50 1.18 -0.0005
H 7.85 1.62 2.39 0.0007
H 6.81 3.83 -0.48 0.0001
H 8.18 3.36 0.53 0.0011
H 7.53 2.23 -0.66 -0.0019
H -1.00 3.54 1.43 0.0043
H -1.98 2.17 0.86 0.0126
H -0.59 3.57 3.64 -0.0098
H -1.01 0.10 6.08 0.0014
H -3.65 -1.46 4.12 -0.0019
H -2.94 -1.72 2.52 -0.0012
H -3.13 -3.07 3.64 0.0015
H -2.22 -1.75 6.19 0.0009
H -1.66 -3.31 5.61 0.0003
H -0.49 -2.07 6.04 0.0009
H -0.54 -2.30 2.28 -0.0005
H 0.54 -2.33 3.68 0.0009
H -0.65 -3.61 3.46 -0.0017
H 0.26 4.54 5.43 0.0002
H -1.51 4.58 5.44 -0.0006
H -0.60 4.82 6.93 -0.0002
H 1.50 2.60 6.36 0.0002
H 0.76 2.95 7.91 0.0023
H 0.67 1.33 7.25 -0.0027
H -2.79 2.66 6.70 -0.0002
H -1.85 1.48 7.60 -0.0004
H -1.80 3.17 8.07 0.0004
C -3.26 -5.64 -4.48 0.0043
C -2.87 -4.30 -3.87 -0.0004
C -4.12 -3.68 -3.23 -0.0015
C -2.34 -3.38 -4.99 -0.0020
C -1.76 -4.43 -2.83 -0.0353
C -1.11 -5.65 -2.57 0.0494
C -0.01 -5.70 -1.73 -0.0148
C 0.43 -4.55 -1.12 0.0248
S 1.81 -4.39 -0.08 0.0919
C 1.38 -2.69 0.15 0.2073
N 0.28 -2.29 -0.56 0.1846
C -0.25 -3.31 -1.27 -0.0216
C -1.34 -3.29 -2.16 0.0002
C 2.02 -1.87 1.08 0.1350
C 3.17 -2.25 1.82 0.2065
C 3.62 -1.44 2.83 -0.0389
C 2.94 -0.27 3.16 0.3213
C 1.85 0.14 2.39 -0.1023
C 1.40 -0.61 1.34 0.0666
H -4.04 -5.50 -5.22 0.0000
H -3.64 -6.32 -3.72 -0.0004
H -2.41 -6.11 -4.97 -0.0005
H -4.91 -3.58 -3.97 0.0000
H -3.92 -2.70 -2.81 0.0007
H -4.48 -4.32 -2.43 0.0005
H -3.08 -3.30 -5.78 0.0000
H -1.43 -3.79 -5.41 0.0010
H -2.12 -2.39 -4.62 0.0009
H -1.45 -6.56 -3.02 0.0016
H 0.50 -6.63 -1.56 -0.0007
H -1.86 -2.38 -2.35 0.0314
H 3.65 -3.19 1.60 0.0093
H 4.49 -1.73 3.40 0.0039
H 3.25 0.32 4.00 0.0058
H 1.35 1.05 2.69 -0.0299
```

Results
**Charge**: +1
**Calculated total energy**: -76663.34170 eV
**⟨S²⟩**: 6.09
**Kohn-Sham gap (alpha / beta)**: 4.8339 / 4.2227 eV
**Molecular weight**: 984.3 g/mol
**2S+1**: 5